Entry 1:
Density functional theory data (ωB97M-V/def2-TZVPD) for a gas-phase ion, C8H16N3 (charge +1).

SMILES: CC1=N[N@+](C)(N)C=CC1(C)C
LUMO energy in eV: -2.82
Relative energy (zero: lowest compared OMol25 entry of this formula, charge and spin) in kJ/mol: 442.10
HOMO-LUMO gap in Eh: 0.4161
Charge: +1

Cartesian coordinates (Å):
C1 0.101 -1.408 0.688
C2 1.415 -1.107 0.622
C3 -0.401 0.882 0.107
C4 -0.965 -0.515 0.118
C5 -1.343 2.078 0.013
C6 -1.154 -0.948 -1.382
C7 -2.318 -0.652 0.768
C8 3.066 0.494 0.837
N1 0.826 1.217 0.069
N2 2.332 -0.118 -1.431
N3 1.979 0.015 -0.024
H1 -0.183 -2.314 1.150
H2 2.046 -1.989 1.077
H3 -0.782 2.923 -0.225
H4 -1.994 2.094 0.912
H5 -1.912 1.926 -1.035
H6 -2.165 -0.951 -1.664
H7 -0.768 -2.005 -1.549
H8 -0.616 -0.184 -1.889
H9 -2.674 -1.623 0.733
H10 -2.897 -0.071 0.163
H11 -2.460 -0.499 1.816
H12 3.941 -0.170 0.688
H13 3.441 1.447 0.351
H14 2.778 0.323 1.998
H15 3.227 0.428 -1.624
H16 1.678 0.389 -1.967

=====

Entry 2:
Density functional theory data (ωB97M-V/def2-TZVPD) for C7H9NO in the gas phase.

LUMO energy (alpha / beta) in eV: -0.34 / -0.34
Relative energy (zero: lowest compared OMol25 entry of this formula, charge and spin) in kJ/mol: 593.12
HOMO-LUMO gap (alpha / beta) in Eh: 0.2810 / 0.2809

Cartesian coordinates (Å):
C1 -2.309 -1.624 -0.213
C2 -2.798 -0.320 -0.083
C3 1.863 0.360 0.176
C4 -0.980 -1.537 -0.014
C5 -1.853 0.653 -0.408
C6 -0.443 -0.201 0.159
C7 3.261 0.548 -0.237
N1 0.827 0.131 -0.505
O1 -1.926 1.952 0.159
H1 -2.875 -2.581 -0.269
H2 1.750 0.544 1.213
H3 -0.441 -2.466 0.003
H4 -1.846 0.719 -1.464
H5 -0.378 0.075 1.268
H6 3.905 -0.334 0.114
H7 2.999 0.634 -1.320
H8 3.656 1.450 0.314
H9 -2.414 1.998 1.107

=====

Entry 3:
Density functional theory data (ωB97M-V/def2-TZVPD) for 2 unconnected molecules or ions with the total composition C2H9N3.

Spin multiplicity: 3
LUMO energy (alpha / beta) in eV: 1.18 / -1.24
Relative energy (zero: lowest compared OMol25 entry of this formula, charge and spin) in kJ/mol: 0.00
HOMO-LUMO gap (alpha / beta) in Eh: 0.2881 / 0.3219
Expectation value of S²: 2.007

Cartesian coordinates (Å):
C1 2.150 -0.485 -0.260
C2 0.719 -0.560 0.249
N1 0.644 1.701 0.046
N2 -2.875 -0.305 -0.185
N3 0.006 0.677 0.346
H1 2.594 -1.479 -0.273
H2 2.174 -0.073 -1.264
H3 2.742 0.164 0.382
H4 0.088 -1.196 -0.378
H5 0.681 -0.983 1.259
H6 0.040 2.533 0.142
H7 -2.268 0.473 -0.407
H8 -3.813 -0.068 -0.480
H9 -2.882 -0.401 0.822

=====

Entry 4:
Density functional theory data (ωB97M-V/def2-TZVPD) for C16H27N5O2 in the gas phase.

SMILES: CCCCCCn1c(N(CC)CC)nc2c1c(=O)[nH]c(=O)n2C
LUMO energy in eV: 0.70
Relative energy (zero: lowest compared OMol25 entry of this formula, charge and spin) in kJ/mol: 3.36
HOMO-LUMO gap in Eh: 0.3069

Cartesian coordinates (Å):
C1 3.823 1.610 -1.863
C2 4.079 2.861 -1.031
C3 3.476 2.807 0.374
C4 1.943 2.720 0.395
C5 1.431 1.302 0.636
H1 1.860 0.612 -0.092
C6 -0.099 1.256 0.573
N1 -0.616 -0.085 0.703
C7 -1.129 -0.966 -0.200
N2 -1.617 -2.063 0.382
C8 -1.393 -1.900 1.699
C9 -0.766 -0.690 1.947
C10 -0.424 -0.271 3.263
O1 0.120 0.754 3.632
N3 -0.812 -1.248 4.189
C11 -1.431 -2.465 3.994
O2 -1.695 -3.199 4.921
N4 -1.723 -2.780 2.685
C12 -2.370 -4.030 2.359
H2 -2.557 -4.559 3.292
H3 -3.307 -3.834 1.838
H4 -1.724 -4.622 1.711
H5 -0.608 -1.033 5.158
N5 -1.230 -0.791 -1.540
C13 -2.090 -1.737 -2.236
C14 -3.561 -1.381 -2.051
H6 -3.819 -1.437 -0.997
H7 -4.184 -2.082 -2.600
H8 -3.762 -0.375 -2.409
H9 -1.830 -1.714 -3.295
H10 -1.909 -2.741 -1.843
C15 -0.277 -0.055 -2.342
C16 -0.924 1.112 -3.085
H11 -0.171 1.653 -3.652
H12 -1.683 0.752 -3.775
H13 -1.399 1.801 -2.389
H14 0.530 0.303 -1.705
H15 0.168 -0.741 -3.075
H16 -0.471 1.699 -0.352
H17 -0.492 1.834 1.415
H18 1.739 0.973 1.630
H19 1.552 3.355 1.191
H20 1.545 3.100 -0.550
H21 3.893 1.956 0.914
H22 3.789 3.710 0.902
H23 5.158 3.003 -0.934
H24 3.681 3.731 -1.558
H25 4.363 1.669 -2.805
H26 4.160 0.722 -1.332
H27 2.765 1.502 -2.091

=====

- Which formula does entry 2 have?
  C7H9NO

=====

- Which value of relative energy (zero: lowest compared OMol25 entry of this formula, charge and spin) does entry 3 give?
  0.00 kJ/mol